Density functional theory data (wB97M-V/def2-TZVPD) for C31H45N8O2PdS3SbSe as an isolated structure.

Geometry as XYZ:
```
92
Properties=species:S:1:pos:R:3:forces:R:3
Pd 0.192 0.174 0.076 -0.12 -0.66 0.58
S 3.557 -0.169 3.464 -0.07 0.08 0.00
Sb 2.208 1.450 2.348 -0.02 0.06 0.44
S 0.178 0.073 2.570 0.11 0.12 -0.06
S 2.614 0.738 0.149 0.07 0.11 -0.13
C 2.269 1.498 -4.456 0.07 -0.11 0.00
C 2.661 0.092 -4.894 0.00 0.02 -0.04
C 3.537 -0.636 -3.877 0.02 0.02 0.03
C 2.817 -0.998 -2.585 -0.06 -0.08 -0.07
N 1.707 -1.940 -2.794 0.04 -0.10 0.03
C 0.396 -1.687 -2.724 0.04 0.15 -0.11
Se -0.368 0.006 -2.426 0.04 0.00 -0.41
N -0.308 -2.799 -2.947 0.01 -0.05 0.01
C -1.766 -2.943 -2.854 0.06 -0.01 0.09
C -2.460 -3.165 -4.190 -0.05 -0.02 0.02
C -2.437 -1.988 -5.166 -0.07 0.04 0.00
C -1.120 -1.775 -5.905 0.05 -0.01 -0.05
C 0.587 -3.840 -3.154 -0.04 -0.02 0.00
C 0.381 -5.195 -3.393 0.03 0.03 0.03
C 1.512 -5.973 -3.540 -0.02 -0.03 0.01
C 2.801 -5.426 -3.441 0.04 0.02 0.00
C 3.005 -4.082 -3.201 -0.04 0.01 -0.01
C 1.864 -3.296 -3.064 0.02 0.01 0.03
H 1.688 2.008 -5.223 0.01 0.00 0.00
H 3.150 2.106 -4.245 -0.05 -0.01 -0.04
H 1.665 1.512 -3.542 0.05 -0.08 -0.03
H 3.207 0.153 -5.836 0.02 -0.01 0.01
H 1.772 -0.510 -5.116 -0.03 -0.01 0.01
H 4.375 0.009 -3.597 0.00 -0.01 0.02
H 3.977 -1.533 -4.318 -0.05 -0.04 -0.03
H 2.408 -0.116 -2.094 -0.03 -0.08 -0.18
H 3.483 -1.475 -1.864 0.05 0.04 -0.04
H -2.139 -2.055 -2.343 -0.03 0.03 -0.04
H -1.940 -3.779 -2.174 -0.02 -0.02 -0.04
H -3.498 -3.403 -3.945 0.01 0.01 0.01
H -2.057 -4.059 -4.676 0.03 0.02 0.00
H -2.734 -1.073 -4.641 0.04 0.00 0.00
H -3.218 -2.164 -5.908 0.00 -0.03 0.01
H -0.336 -1.357 -5.274 0.01 0.00 0.06
H -1.255 -1.079 -6.733 0.00 0.01 0.01
H -0.746 -2.713 -6.322 -0.02 0.00 0.00
H -0.611 -5.618 -3.463 0.00 -0.01 0.00
H 1.406 -7.031 -3.734 -0.01 0.00 0.00
H 3.657 -6.077 -3.561 0.00 0.00 0.00
H 3.999 -3.664 -3.125 0.01 0.01 -0.01
C -2.909 -2.073 1.739 -0.03 -0.04 0.00
N -3.705 -0.962 1.251 0.05 0.07 0.01
C -5.027 -0.801 1.841 -0.02 -0.03 -0.01
C -5.468 0.643 1.748 0.00 0.01 0.00
C -5.354 1.092 0.308 -0.01 -0.01 -0.04
N -4.011 0.838 -0.198 -0.09 0.06 0.02
C -3.606 1.628 -1.349 -0.02 -0.06 0.11
C -3.233 -0.162 0.261 0.15 -0.02 0.19
O -2.083 -0.369 -0.210 -0.09 -0.14 -0.23
H -2.706 -1.953 2.806 0.00 0.01 0.00
H -1.969 -2.120 1.199 0.01 0.00 -0.03
H -3.457 -3.011 1.601 0.02 0.01 0.00
H -4.969 -1.126 2.881 0.01 0.02 0.01
H -5.747 -1.457 1.338 0.01 0.00 0.00
H -4.830 1.266 2.378 0.00 0.00 0.01
H -6.494 0.750 2.097 0.00 0.00 0.00
H -5.540 2.162 0.217 0.01 0.00 0.01
H -6.096 0.582 -0.318 0.01 -0.01 0.00
H -3.725 2.690 -1.135 -0.01 -0.02 0.03
H -4.212 1.386 -2.225 0.05 0.00 -0.01
H -2.564 1.442 -1.572 -0.15 -0.05 0.04
N -0.330 2.254 0.037 -0.13 0.81 0.00
C -0.268 2.840 -0.974 0.16 -0.38 0.21
C -0.210 3.363 -2.244 -0.07 -0.15 -0.14
C -1.371 3.195 -3.042 -0.05 0.30 -0.10
N -2.352 3.010 -3.621 0.15 0.00 -0.13
C 1.003 3.886 -2.759 -0.06 0.31 0.04
N 1.987 4.312 -3.181 -0.01 0.00 0.05
O 0.324 -2.121 0.157 -0.09 0.03 -0.15
C 1.199 -2.855 0.667 0.17 0.02 0.03
C 0.852 -4.271 1.044 -0.05 0.01 0.03
C 1.651 -5.343 0.293 -0.01 0.01 -0.05
C 3.060 -5.575 0.829 -0.01 -0.03 0.03
C 3.982 -4.367 0.730 0.05 0.03 -0.04
C 3.510 -3.159 1.529 -0.01 0.01 0.01
N 2.433 -2.412 0.883 -0.13 -0.17 0.11
H -0.215 -4.379 0.852 0.01 -0.01 -0.02
H 1.001 -4.386 2.123 0.00 0.00 -0.01
H 1.694 -5.084 -0.769 0.00 0.01 -0.02
H 1.095 -6.280 0.354 0.00 0.01 0.02
H 3.508 -6.414 0.294 0.00 0.01 -0.02
H 2.993 -5.885 1.877 0.00 0.01 0.00
H 4.099 -4.067 -0.318 0.01 0.00 0.01
H 4.975 -4.643 1.089 -0.01 -0.02 0.02
H 4.326 -2.449 1.657 0.01 0.00 -0.03
H 3.201 -3.462 2.534 0.00 -0.01 0.00
H 2.589 -1.424 0.673 0.08 0.01 -0.06
```
Forces are in eV/Å.

Calculated values
- orbital gap (alpha / beta) (eV) = 7.69 / 4.66
- expectation value of S² = 8.78
- relative energy (zero: lowest compared OMol25 entry of this formula, charge and spin) (kcal per mole) = 10.5
- M (g/mol) = 965.1
- charge = +1
- spin multiplicity = 6
- LUMO (alpha / beta) (eV) = -2.6 / -5.8
- maximum force (eV/Å) = 0.89

---

Density functional theory data (wB97M-V/def2-TZVPD) for C26H22Br2N6O6S2Ta as an isolated structure.

Geometry as XYZ:
```
65
Properties=species:S:1:pos:R:3:forces:R:3
Ta 0.347 -0.056 -0.280 -0.04 -0.12 0.52
C -1.342 -0.236 -4.221 -0.01 0.00 -0.01
C -0.618 0.528 -3.164 -0.06 0.04 -0.01
O -0.210 -0.210 -2.166 0.00 0.03 -0.28
C -0.400 1.864 -3.223 0.00 -0.01 -0.01
C 0.254 2.605 -2.182 0.02 0.03 0.02
C 0.515 4.063 -2.426 -0.02 0.00 0.01
N 0.605 2.056 -1.055 -0.09 -0.06 -0.05
N 1.241 2.941 -0.176 0.01 0.02 0.04
C 1.398 2.386 0.972 0.00 0.09 -0.11
O 1.022 1.142 1.202 0.06 0.08 -0.01
C 2.020 3.126 2.086 0.03 -0.04 0.04
C 2.268 2.474 3.289 -0.01 -0.01 0.00
C 2.856 3.158 4.342 0.00 0.01 0.00
C 3.198 4.494 4.196 0.00 0.00 0.01
C 2.948 5.149 2.995 0.01 0.02 0.00
C 2.362 4.470 1.943 -0.01 -0.02 -0.01
H -0.729 -1.075 -4.557 0.01 0.00 0.00
H -1.613 0.395 -5.065 -0.01 -0.02 -0.01
H -2.244 -0.660 -3.774 0.00 0.01 0.00
H -0.751 2.413 -4.084 0.00 -0.01 0.01
H 0.187 4.347 -3.424 0.01 -0.01 0.00
H 1.574 4.289 -2.302 0.00 0.00 -0.01
H -0.011 4.665 -1.684 0.01 -0.01 -0.01
H 1.991 1.434 3.394 0.00 0.01 0.00
H 3.044 2.649 5.278 0.00 0.00 -0.01
H 3.654 5.030 5.019 -0.01 -0.01 -0.01
H 3.209 6.194 2.884 0.00 -0.01 0.00
H 2.155 4.967 1.005 0.01 0.00 0.01
Br 2.443 -2.955 1.266 -0.03 -0.01 0.00
C 0.965 -2.368 2.278 0.01 0.03 -0.02
C 0.596 -3.153 3.359 0.03 -0.01 -0.01
C -0.374 -2.672 4.214 -0.02 -0.01 0.04
C -0.892 -1.411 3.985 0.00 -0.01 0.01
C -0.493 -0.716 2.856 0.01 -0.05 0.00
N 0.390 -1.208 1.968 -0.09 0.05 0.05
C -1.079 0.681 2.744 0.11 0.04 -0.17
O -0.998 1.426 3.676 -0.05 -0.02 0.06
O -1.831 0.987 1.675 -0.02 0.02 0.10
H 1.084 -4.103 3.520 0.00 0.00 0.00
H -0.693 -3.258 5.066 0.00 0.01 -0.01
H -1.598 -0.951 4.661 0.00 0.00 0.00
S -2.980 -0.124 -0.343 0.05 0.02 -0.03
C -1.633 0.309 0.465 -0.05 -0.03 -0.01
Br -2.472 -6.203 1.840 0.00 0.00 0.00
C -1.412 -5.842 0.316 0.00 0.01 0.00
C -1.055 -6.874 -0.539 0.01 -0.01 -0.01
N -0.302 -6.681 -1.617 0.00 0.01 0.00
C 0.123 -5.446 -1.867 0.00 -0.03 -0.01
C -0.187 -4.355 -1.065 -0.02 0.00 0.01
C -0.983 -4.557 0.054 0.02 0.01 0.00
C 0.367 -2.997 -1.378 0.01 0.02 0.06
O 1.064 -2.830 -2.373 -0.02 -0.03 0.00
O 0.067 -2.106 -0.493 0.10 0.00 -0.19
H -1.387 -7.887 -0.344 0.00 0.01 0.00
H 0.746 -5.305 -2.742 -0.01 0.01 0.01
H -1.249 -3.724 0.690 -0.01 -0.01 0.00
N 3.319 1.447 -2.884 0.02 0.04 -0.02
C 2.882 0.248 -2.493 0.01 -0.02 0.01
N 2.434 -0.617 -3.383 -0.03 0.03 -0.01
S 2.972 -0.171 -0.827 0.05 -0.07 0.00
H 3.253 1.758 -3.839 0.00 0.00 0.00
H 3.592 2.100 -2.170 -0.01 0.00 0.00
H 2.287 -0.339 -4.341 0.01 0.00 0.00
H 1.963 -1.465 -3.033 0.02 -0.01 -0.01
```
Forces are in eV/Å.

Calculated values
- orbital gap (alpha / beta) (eV) = 6.15 / 7.36
- expectation value of S² = 0.76
- relative energy (zero: lowest compared OMol25 entry of this formula, charge and spin) (kcal per mole) = 11.0
- M (g/mol) = 919.4
- spin multiplicity = 2
- LUMO (alpha / beta) (eV) = -0.6 / -0.6
- maximum force (eV/Å) = 0.53

---

Density functional theory data (wB97M-V/def2-TZVPD) for a 2-piece molecular cluster, C5H10O overall.

Geometry as XYZ:
```
16
Properties=species:S:1:pos:R:3:forces:R:3
C 2.716 -0.252 -0.289 0.10 -0.01 0.03
C 1.503 0.199 -1.095 -0.06 0.01 -0.05
C -0.654 0.174 1.120 0.41 0.02 0.44
O 0.208 0.191 1.912 -0.71 -0.03 -0.63
C -1.642 0.145 0.254 0.16 0.04 0.11
C -3.066 -0.111 0.677 -0.17 -0.02 0.08
H 3.601 0.333 -0.556 -0.06 -0.08 0.07
H 2.546 -0.133 0.786 0.01 -0.03 -0.19
H 2.938 -1.308 -0.473 0.03 0.16 0.00
H 1.717 0.252 -2.168 0.02 -0.04 0.14
H 1.167 1.195 -0.781 0.05 -0.13 -0.07
H 0.672 -0.500 -0.966 0.13 0.10 -0.05
H -1.394 0.353 -0.780 0.00 -0.02 0.17
H -3.673 0.796 0.590 0.04 -0.11 0.00
H -3.524 -0.884 0.054 0.08 0.08 0.08
H -3.116 -0.449 1.715 -0.01 0.05 -0.13
```
Forces are in eV/Å.

Calculated values
- structure (SMILES) = CC=C=O.CC
- orbital gap (eV) = 9.63
- relative energy (zero: lowest compared OMol25 entry of this formula, charge and spin) (kcal per mole) = 28.8
- M (g/mol) = 86.1
- LUMO (eV) = 0.8
- maximum force (eV/Å) = 0.95

---

Density functional theory data (wB97M-V/def2-TZVPD) for a 2-piece molecular cluster, CH5BO overall in a non-equilibrium geometry.

Geometry as XYZ:
```
8
Properties=species:S:1:pos:R:3:forces:R:3
B -1.547 -0.371 0.084 -0.02 -0.73 0.82
C 1.521 0.303 -0.093 -3.45 1.89 1.37
O -0.631 0.444 -0.282 4.09 1.83 -1.27
H -1.505 -1.186 0.891 0.50 -1.20 1.03
H -2.558 -0.234 -0.421 -1.67 0.42 -0.86
H 1.562 -0.317 -0.954 0.33 -0.55 -0.21
H 1.352 -0.024 0.939 0.61 -0.43 -0.68
H 1.806 1.384 -0.164 -0.39 -1.24 -0.21
```
Forces are in eV/Å.

Calculated values
- orbital gap (alpha / beta) (eV) = 8.54 / 7.72
- relative energy (zero: lowest compared OMol25 entry of this formula, charge and spin) (kcal per mole) = 94.8
- M (g/mol) = 43.9
- LUMO (alpha / beta) (eV) = -0.8 / -1.2
- maximum force (eV/Å) = 4.66